Run i
Molecular formula: C9H12N5O
Method: DFT, ωB97M-V/def2-TZVPD

XYZ file:
```
27
Properties=species:S:1:pos:R:3:nbo_charge:R:1
C -2.62186 0.79428 1.99660 0.147
C -0.68393 -1.64679 3.45473 0.264
C -1.24974 1.17376 0.18876 0.315
C -1.82331 -0.29147 2.37521 0.025
C -0.63780 -0.45408 1.59149 0.399
C 0.37191 0.49227 -2.94733 -0.441
C 0.31052 -0.69653 -1.97372 -0.414
C 1.55606 1.20987 -2.35038 -0.078
C 0.76278 -0.01688 -0.52500 0.575
N -2.28606 1.52765 0.89698 -0.426
N -1.78911 -1.05930 3.50444 -0.379
N 0.11550 -1.33908 2.31374 -0.532
N -0.41790 0.13259 0.43182 -0.353
N 1.75717 -0.70632 0.17114 -0.858
O 1.29288 1.20901 -0.95780 -0.531
H -3.67105 1.09179 2.46894 0.264
H -0.29616 -2.15732 4.27645 0.223
H -1.08419 1.75007 -0.81057 0.243
H 0.53899 0.11371 -3.92780 0.240
H -0.42082 1.14482 -3.06850 0.219
H -0.73211 -1.15955 -1.97620 0.245
H 1.04524 -1.37867 -2.20856 0.221
H 2.37840 0.61394 -2.71910 0.171
H 1.78995 2.25695 -2.60624 0.228
H 1.05955 -1.63681 2.25109 0.460
H 2.21667 -0.10719 0.77142 0.378
H 2.51843 -0.86072 -0.62159 0.395
```

charge = +1
2S+1 = 1
SMILES = N[C@]1([n+]2cncc3nc[nH]c32)CCCO1

Run ii
Molecular formula: C9H12N5O
Method: DFT, ωB97M-V/def2-TZVPD

XYZ file:
```
27
Properties=species:S:1:pos:R:3:nbo_charge:R:1
C -0.61721 -2.60853 -1.57919 0.353
C -0.05523 0.74770 -0.70126 0.074
C -0.18391 -0.57412 -1.11540 0.530
C 2.01394 -0.97340 -0.07916 0.557
C -2.94846 0.25410 0.39592 -0.435
C -2.31383 1.42311 0.24167 0.051
C -2.67287 2.62149 1.11231 -0.653
C 4.21107 -0.95973 1.17334 -0.408
C -1.23043 1.71670 -0.78399 -0.474
N 1.01189 1.20076 -0.11605 -0.055
N 1.96426 0.37693 0.11365 -0.267
N 0.50994 -2.68628 -0.98207 -0.218
N 0.93741 -1.51351 -0.68002 -0.164
N 3.04351 -1.64679 0.39983 -0.545
O -1.03817 -1.32407 -1.70119 -0.351
H -1.29135 -3.30380 -2.01972 0.254
H -2.94511 -0.55800 -0.26413 0.183
H -3.77970 0.17769 1.08211 0.213
H -1.77810 3.21872 1.21354 0.216
H -3.51511 3.17545 0.49960 0.245
H -2.99230 2.13065 2.13013 0.242
H 3.72750 0.03399 1.32642 0.260
H 4.27810 -1.54136 2.10375 0.226
H 5.14506 -1.02458 0.54292 0.235
H -1.62764 1.55863 -1.85096 0.235
H -1.03605 2.75224 -0.65576 0.257
H 3.18278 -2.67399 0.19369 0.437
```

charge = +1
2S+1 = 1
SMILES = C=C(C)Cc1nn/c(=[NH+]\C)n2ncoc12

Energy above the most stable structure, in kcal/mol: run i 0.0; run ii 80.2

Run i
Molecular formula: C24H64O8
Method: DFT, ωB97M-V/def2-TZVPD

XYZ file:
```
96
Properties=species:S:1:pos:R:3:lowdin_charge:R:1
C 0.56176 4.64762 -3.80080 -0.061
C 0.05210 4.44534 -2.38531 -0.501
C -0.53195 3.08807 -2.17574 -0.070
O 1.13555 4.57638 -1.43983 -0.058
H -0.21298 4.47982 -4.54826 0.080
H 1.37173 3.93748 -3.99635 0.085
H 0.99043 5.64335 -3.94569 0.076
H -0.69617 5.20870 -2.14107 0.130
H 0.21070 2.30281 -2.34301 0.085
H -1.35216 2.91343 -2.87297 0.087
H -0.91082 2.99024 -1.16104 0.050
H 1.57206 5.41651 -1.61089 0.080
C -4.23911 -1.60637 -3.18676 -0.061
C -2.80006 -1.49773 -2.74652 -0.501
C -2.13158 -0.27235 -3.35958 -0.054
O -2.79899 -1.38123 -1.32956 -0.074
H -4.80657 -0.70964 -2.93629 0.082
H -4.72512 -2.46420 -2.72113 0.079
H -4.28016 -1.73382 -4.27197 0.080
H -2.24599 -2.40394 -3.02464 0.131
H -1.09467 -0.17036 -3.02446 0.057
H -2.68030 0.61652 -3.04429 0.077
H -2.10196 -0.32191 -4.45182 0.082
H -1.89616 -1.42258 -0.97218 0.032
C -2.21275 -2.34564 3.94715 -0.051
C -2.82587 -1.94383 2.61931 -0.493
C -3.46783 -3.10940 1.89387 -0.052
O -3.80190 -0.93797 2.91409 -0.054
H -1.86215 -1.44089 4.45010 0.083
H -1.40460 -3.06378 3.83225 0.054
H -2.94956 -2.78880 4.62306 0.085
H -2.02864 -1.53686 1.98634 0.114
H -4.03834 -2.79226 1.01997 0.072
H -4.14563 -3.66449 2.54889 0.082
H -2.71315 -3.82586 1.55644 0.072
H -4.09051 -0.55534 2.07994 0.075
C 2.93344 -2.16065 -3.62422 -0.051
C 1.46850 -2.48160 -3.42224 -0.468
C 0.95240 -3.41423 -4.49858 -0.051
O 1.28947 -3.08640 -2.12558 -0.078
H 3.13885 -1.72513 -4.60216 0.086
H 3.51381 -3.08535 -3.54454 0.086
H 3.30642 -1.47205 -2.86347 0.081
H 0.86947 -1.57305 -3.38118 0.126
H 0.87151 -2.89798 -5.45729 0.085
H -0.05781 -3.75149 -4.25067 0.078
H 1.58740 -4.29272 -4.61513 0.083
H 1.93864 -3.78775 -2.00490 0.104
C -0.34077 0.62415 0.43422 -0.055
C 0.55747 -0.43333 -0.13570 -0.468
C 1.73341 -0.81110 0.76312 -0.034
O -0.23759 -1.61278 -0.35770 -0.084
H -1.12301 0.80978 -0.30429 0.069
H 0.19795 1.56282 0.58448 0.088
H -0.74787 0.34806 1.40815 0.082
H 0.97358 -0.08302 -1.09313 0.131
H 1.28183 -1.14936 1.69990 0.070
H 2.33880 0.07190 0.97905 0.075
H 2.34363 -1.61387 0.35295 0.078
H 0.35217 -2.21649 -0.83921 0.042
C 3.91511 2.56112 3.06673 -0.065
C 5.21002 3.29394 2.79266 -0.504
C 5.18494 4.69695 3.34227 -0.065
O 6.32963 2.63314 3.40979 -0.059
H 3.93035 1.55318 2.63989 0.067
H 3.11362 3.09496 2.54603 0.083
H 3.66592 2.48842 4.12387 0.085
H 5.39389 3.31429 1.71235 0.134
H 4.91448 4.67905 4.39902 0.084
H 4.39941 5.26837 2.83608 0.082
H 6.12464 5.22305 3.19502 0.079
H 6.25459 1.69266 3.22385 0.079
C -2.92875 2.87977 1.90649 -0.045
C -3.61131 3.56573 0.72752 -0.495
C -3.01592 4.91487 0.40904 -0.051
O -3.51266 2.78399 -0.45986 -0.057
H -3.28205 1.84780 2.00362 0.066
H -3.13910 3.40585 2.83550 0.084
H -1.85077 2.81466 1.73498 0.074
H -4.67060 3.69937 0.99249 0.133
H -3.64265 5.43703 -0.31871 0.083
H -2.04619 4.79019 -0.08096 0.065
H -2.87855 5.54761 1.28382 0.083
H -3.65380 1.86095 -0.22479 0.078
C 1.68136 -3.80868 3.32860 -0.045
C 1.84755 -4.87754 2.26067 -0.500
C 0.84041 -4.80557 1.14662 -0.044
O 3.13890 -4.80077 1.66397 -0.048
H 0.71035 -3.78150 3.81718 0.062
H 1.88523 -2.82539 2.89874 0.061
H 2.43614 -3.93793 4.11224 0.080
H 1.70906 -5.85626 2.74464 0.135
H 0.97084 -3.92784 0.51086 0.056
H -0.18393 -4.80626 1.51704 0.079
H 0.97227 -5.66457 0.48384 0.085
H 3.79721 -4.99996 2.33576 0.087
```

2S+1 = 1
SMILES = CC(C)O.CC(C)O.CC(C)O.CC(C)O.CC(C)O.CC(C)O.CC(C)O.CC(C)O

Run ii
Molecular formula: C24H64O8
Method: DFT, ωB97M-V/def2-TZVPD

XYZ file:
```
96
Properties=species:S:1:pos:R:3:lowdin_charge:R:1
C 2.79750 3.79473 -2.86706 -0.033
C 3.09827 2.39480 -3.53971 -0.470
C 2.16662 2.04754 -4.66924 -0.053
O 4.45001 2.33783 -4.01624 -0.062
H 1.80907 3.87966 -2.41550 0.075
H 2.91691 4.45010 -3.72981 0.070
H 3.57512 3.92810 -2.11499 0.076
H 3.08228 1.70288 -2.69764 0.123
H 2.05034 2.82821 -5.42099 0.086
H 1.19221 1.64460 -4.39310 0.065
H 2.55811 1.17956 -5.19976 0.071
H 4.57827 3.04202 -4.65599 0.092
C 4.88969 -2.86997 -4.47161 -0.052
C 4.18517 -1.52942 -4.24105 -0.444
C 2.87267 -1.67702 -3.44382 -0.071
O 5.01013 -0.62914 -3.43297 -0.062
H 5.44879 -3.14818 -3.57824 0.079
H 5.61802 -2.61509 -5.24147 0.076
H 4.18186 -3.67930 -4.65066 0.077
H 3.89392 -1.09084 -5.19547 0.123
H 2.15692 -2.37780 -3.87359 0.072
H 2.31807 -0.73895 -3.42067 0.040
H 2.98903 -1.85763 -2.37520 0.083
H 4.95363 0.30742 -3.63611 0.042
C -1.62088 -2.18110 -4.71796 -0.028
C -0.81763 -0.89217 -4.68260 -0.563
C -1.12122 0.09374 -5.72522 -0.059
O -0.90499 -0.38741 -3.39836 -0.045
H -2.65767 -1.90541 -4.52522 0.060
H -1.45594 -2.86135 -3.88239 0.085
H -1.48845 -2.66789 -5.68419 0.089
H 0.24172 -0.98241 -4.92290 0.117
H -0.59500 -0.16641 -6.64365 0.095
H -0.97022 1.05972 -5.24337 0.085
H -2.19876 -0.01007 -5.85264 0.077
H -1.70517 -0.67756 -2.95439 0.048
C -3.95557 0.82930 -0.66061 -0.030
C -4.18050 -0.46645 -1.43401 -0.469
C -4.59002 -0.30063 -2.88033 -0.044
O -3.04992 -1.34485 -1.20118 -0.071
H -3.33368 1.47229 -1.28344 0.086
H -3.58021 0.73172 0.35805 0.075
H -4.94180 1.28938 -0.59911 0.083
H -4.97282 -1.04180 -0.95515 0.130
H -4.68145 -1.28742 -3.33418 0.079
H -3.77796 0.16551 -3.43833 0.071
H -5.47049 0.33936 -2.93757 0.094
H -3.26410 -2.14072 -1.69344 0.096
C 0.63301 0.38893 -0.74372 -0.045
C 0.13595 -0.25770 0.60678 -0.458
C -0.48304 0.75008 1.60005 -0.041
O -0.71629 -1.36371 0.34259 -0.051
H 1.49093 1.00470 -0.47374 0.075
H -0.17392 0.97131 -1.18847 0.065
H 0.93810 -0.41492 -1.41367 0.059
H 1.07189 -0.53834 1.08984 0.119
H -0.65924 1.61866 0.96553 0.071
H 0.15225 0.96979 2.45808 0.051
H -1.41272 0.26886 1.90376 0.059
H -1.49991 -1.02073 -0.09320 0.033
C 1.23199 -1.77256 4.17294 -0.081
C 1.38548 -2.18036 5.56638 -0.481
C 1.19342 -0.94287 6.42618 -0.059
O 0.43956 -3.25293 5.75386 -0.047
H 0.27694 -1.92437 3.67001 0.082
H 1.77778 -2.46499 3.53203 0.089
H 1.69865 -0.81505 3.94162 0.073
H 2.37029 -2.57640 5.81418 0.141
H 1.22634 -1.12113 7.50100 0.078
H 0.20770 -0.51660 6.23977 0.072
H 1.99580 -0.24309 6.19252 0.069
H -0.40712 -2.94252 5.42466 0.035
C -4.17068 -2.15605 3.32348 -0.049
C -2.80098 -1.77095 3.84698 -0.465
C -2.68110 -0.42458 4.54728 -0.044
O -2.39710 -2.78835 4.78071 -0.077
H -4.90618 -2.12538 4.12735 0.082
H -4.06953 -3.17620 2.95313 0.088
H -4.55003 -1.43032 2.60410 0.076
H -2.07454 -1.85759 3.03897 0.118
H -3.55473 0.22372 4.47957 0.079
H -1.76886 0.09813 4.25970 0.049
H -2.47418 -0.61178 5.60096 0.078
H -3.13951 -3.17288 5.25248 0.093
C -0.49971 3.55262 3.98798 -0.057
C 0.60994 3.56001 5.00167 -0.523
C 1.60985 2.45110 4.74816 -0.068
O 1.33118 4.72240 4.86377 -0.033
H -1.21981 2.79236 4.29055 0.075
H -0.16784 3.32735 2.97446 0.069
H -1.07509 4.47546 3.91445 0.085
H 0.27112 3.34855 6.01586 0.144
H 2.43334 2.30359 5.44688 0.085
H 2.08076 2.68626 3.79367 0.081
H 1.21138 1.46531 4.50829 0.043
H 1.42889 4.89178 3.92389 0.094
```

2S+1 = 1
SMILES = CC(C)O.CC(C)O.CC(C)O.CC(C)O.CC(C)O.CC(C)O.CC(C)O.CC(C)O

Energy above the most stable structure, in kcal/mol: run i 0.0; run ii 72.9

Run i
Molecular formula: C2H12N2O2
Method: DFT, ωB97M-V/def2-TZVPD

XYZ file:
```
18
Properties=species:S:1:pos:R:3:nbo_charge:R:1
N -1.12562 0.03323 -0.81578 -0.880
C -0.71703 -1.24515 -0.23930 -0.234
C -0.05631 -0.91921 1.12369 -0.223
N 1.10196 -0.03984 1.06017 -0.870
H -1.89937 -0.03312 -1.47131 0.371
H -1.38467 0.68602 -0.09790 0.387
H -1.43732 -2.04424 -0.06854 0.184
H 0.11773 -1.66988 -0.80317 0.188
H 0.21020 -1.88390 1.57536 0.186
H -0.82971 -0.54427 1.81096 0.176
H 1.90842 -0.50703 1.44341 0.378
H 1.27675 0.18629 0.08993 0.382
H 0.30464 1.65296 1.22280 0.494
H -0.15698 3.01043 1.84369 0.468
O -0.30518 2.42884 1.10638 -0.993
H 1.04298 0.11196 -3.36367 0.468
H 0.59798 0.51572 -1.94400 0.491
O 1.35154 0.26117 -2.47272 -0.973
```

2S+1 = 1
SMILES = NCCN.O.O

Run ii
Molecular formula: C2H12N2O2
Method: DFT, ωB97M-V/def2-TZVPD

XYZ file:
```
18
Properties=species:S:1:pos:R:3:nbo_charge:R:1
C 1.24776 0.90269 -2.05509 -0.427
N 0.86723 -0.03183 -1.02784 -0.653
C -0.25787 0.55433 -0.24036 -0.061
N -1.06352 -0.39668 0.50598 -0.832
H 2.07904 0.66315 -2.72774 0.206
H 0.42258 1.07191 -2.77332 0.167
H 1.57567 1.85081 -1.62426 0.199
H 0.44938 -0.85715 -1.44553 0.347
H -0.81125 1.22690 -0.90172 0.159
H 0.15079 1.25045 0.49738 0.177
H -1.32514 -1.14121 -0.13775 0.354
H -0.36299 -0.83574 1.09743 0.374
H -2.47528 1.20215 3.47427 0.459
H -1.99695 0.87667 2.09366 0.486
O -2.37406 1.60593 2.60944 -0.954
H 1.45481 -3.28660 1.29308 0.472
H 1.52396 -1.97362 0.55774 0.484
O 0.89583 -2.68217 0.80463 -0.956
```

2S+1 = 1
SMILES = CNCN.O.O

Energy above the most stable structure, in kcal/mol: run i 0.0; run ii 10.3

Run i
Molecular formula: CH3F2OP
Method: DFT, ωB97M-V/def2-TZVPD

XYZ file:
```
8
Properties=species:S:1:pos:R:3:nbo_charge:R:1
C 1.08802 0.28886 -0.00767 0.371
O -1.60119 -0.00908 -0.38473 -1.008
F 1.88010 0.21942 1.09098 -0.351
F 1.73570 -0.07471 -1.16898 -0.356
P -0.61307 -0.98513 0.41822 0.776
H 0.71470 1.35805 -0.22679 0.139
H -1.99675 -0.33636 -1.24860 0.505
H -1.20750 -0.46105 1.52756 -0.074
```

2S+1 = 1
SMILES = OPC(F)F

Run ii
Molecular formula: CH3F2OP
Method: DFT, ωB97M-V/def2-TZVPD

XYZ file:
```
8
Properties=species:S:1:pos:R:3:nbo_charge:R:1
C 0.11812 -0.22550 1.11297 -0.268
O -0.73456 0.32916 0.14792 -0.824
F 1.36913 0.11207 -1.85941 -0.697
F -1.18891 1.21386 -1.94565 -0.558
P -0.72999 -0.12659 -1.38087 1.741
H -0.33468 -1.15688 1.50277 0.186
H 0.51903 0.45050 1.84079 0.213
H 0.98186 -0.59661 0.58149 0.208
```

2S+1 = 1

Energy above the most stable structure, in kcal/mol: run i 36.7; run ii 0.0